Record 1
Below is a structure of composition C10H23CdN7OP2 at a distorted geometry, with properties calculated with wB97M-V/def2-TZVPD.

Lowest unoccupied orbital energy (alpha / beta) in eV: -2.8 / -4.6
E_tot in eV: -46351.2771
HOMO-LUMO gap (alpha / beta) in eV: 7.436 / 5.235

```
! wB97M-V def2-TZVPD RIJCOSX def2/J DEFGRID3
* xyz 1 2
Cd -0.21751 0.24800 0.34309
P -2.26706 -1.64313 0.60945
P -0.21718 2.95448 0.15108
N 0.52251 -1.81489 -0.59086
N 1.81152 0.72618 -0.76733
H 2.22024 -2.54629 -1.63135
H 3.61520 -0.34528 -1.01216
H 2.60266 -2.05523 -0.00381
C 2.00262 -1.77530 -0.88228
H 2.60011 -0.45729 -2.44803
C 2.55607 -0.42322 -1.33587
H 0.34827 -3.82534 -0.87496
H 2.99334 2.15470 -1.76981
C -0.18727 -2.87161 -0.73723
C 2.09097 1.95851 -1.12964
C -1.67449 -3.16174 -0.33247
C 1.31960 3.08785 -0.77900
H -1.69607 -3.92330 0.46372
H 1.75115 4.04110 -1.09888
H -1.17445 3.72206 -0.59900
H 0.03284 3.83142 1.27212
H -3.60269 -1.41037 0.19875
H -2.56367 -2.34686 1.81813
H 0.42733 1.34549 -3.43169
C -0.62533 0.99541 -3.21763
C -1.47527 2.14666 -3.75748
C -0.93504 -0.34491 -3.88976
O -0.93623 0.98626 -1.85038
H -1.19392 2.44286 -4.77731
H -2.51904 1.81080 -3.74862
H -1.45718 3.01815 -3.08889
H -0.41091 -1.17792 -3.41068
H -1.98952 -0.60112 -3.72205
H -0.72975 -0.24631 -4.96682
H -2.27593 -3.73016 -1.07133
N 1.19197 -1.05367 5.57200
N 1.24765 -0.25159 4.43760
N 2.44274 0.24246 4.03070
C 2.17408 0.55920 2.75204
N 0.92573 0.20070 2.38336
N 0.34567 -0.37974 3.45922
H 0.24238 -1.10719 5.91102
H 1.87377 -0.71494 6.24484
H 2.90340 1.04940 2.10139
*
```

---

Record 2
Below is a structure of composition C41H43BiN5O2S2, with properties calculated with wB97M-V/def2-TZVPD.

Lowest unoccupied orbital energy in eV: 1.8
E_tot in eV: -82274.8890
HOMO-LUMO gap in eV: 6.793

```
! wB97M-V def2-TZVPD RIJCOSX def2/J DEFGRID3
* xyz -1 1
Bi 0.23522 0.30805 -0.52138
C 1.52292 1.27180 4.42078
C 0.23295 1.70248 3.71513
C -0.85209 1.97308 4.76995
C 0.43911 2.94127 2.85898
C 1.09568 4.01211 3.44730
C 1.26107 5.20729 2.77893
C 0.73377 5.33639 1.51308
C 0.05156 4.29829 0.87783
C -0.48516 4.69913 -0.49165
C 0.66078 4.59932 -1.50475
C -1.77961 4.03937 -0.96902
C -0.07029 3.05750 1.54122
N -0.74174 1.91595 0.98561
C -2.01717 1.76168 1.38070
O -2.66675 2.56250 2.05722
C -2.71347 0.49800 0.93578
C -4.06292 0.30808 1.19344
C -4.64955 -0.88260 0.78995
C -3.88612 -1.83232 0.12846
C -2.53766 -1.57282 -0.09172
N -1.99395 -0.43268 0.32405
C -1.69838 -2.58550 -0.85294
O -2.16870 -3.72749 -0.95461
N -0.55701 -2.12234 -1.34951
C 0.04345 -2.75042 -2.46559
C 1.24823 -3.47245 -2.35011
C 1.90759 -3.89483 -3.50092
C 1.38931 -3.67812 -4.76016
C 0.15689 -3.06077 -4.87472
C -0.52995 -2.59826 -3.76134
C -1.92075 -2.02988 -3.98949
C -2.92308 -3.19120 -4.11815
C -2.02030 -1.15703 -5.24070
C 1.88987 -3.88489 -1.03617
C 2.79684 -2.77860 -0.50123
C 0.90783 -4.35667 0.03887
H 1.38863 0.28984 4.87877
H 1.78732 1.97479 5.21309
H 2.35634 1.22316 3.71985
H -0.10300 0.88782 3.07374
H -0.53993 2.79193 5.42323
H -1.02304 1.08472 5.38504
H -1.78277 2.25982 4.28797
H 1.47076 3.91348 4.45883
H 1.76790 6.03813 3.25517
H 0.82209 6.28579 0.99548
H -0.72458 5.76349 -0.39626
H 1.02801 3.57984 -1.56933
H 1.48746 5.24364 -1.19718
H 0.32738 4.90260 -2.49917
H -1.63110 3.01651 -1.29709
H -2.17998 4.59998 -1.81401
H -2.52356 4.03923 -0.17029
H -4.60500 1.08549 1.71238
H -5.69481 -1.07160 0.99975
H -4.29118 -2.77301 -0.21561
H 2.84949 -4.42559 -3.40176
H 1.91675 -4.02142 -5.64201
H -0.27971 -2.93804 -5.85797
H -2.18843 -1.41636 -3.12748
H -2.62570 -3.84174 -4.94472
H -3.92866 -2.80982 -4.31937
H -2.94545 -3.78456 -3.20850
H -1.98010 -1.76504 -6.14772
H -1.22240 -0.41972 -5.27702
H -2.97368 -0.62609 -5.24172
H 2.52341 -4.74520 -1.27523
H 2.19936 -1.90455 -0.26048
H 3.54196 -2.48743 -1.24360
H 3.31628 -3.10408 0.40467
H 0.40589 -3.51629 0.50887
H 1.45002 -4.91103 0.81068
H 0.14191 -5.00720 -0.38461
S 4.41351 0.61658 1.93001
C 4.55601 1.68831 0.60265
C 3.43843 1.70145 -0.17616
C 2.41147 0.83730 0.28997
C 2.78971 0.18182 1.42517
C 1.98460 -0.77789 2.15618
C 2.43991 -1.43977 3.30179
C 1.58848 -2.28322 3.98231
C 0.30038 -2.47430 3.50050
C -0.06706 -1.81484 2.34319
N 0.74240 -0.98633 1.68779
H 5.46971 2.24806 0.47173
H 3.35318 2.31986 -1.05982
H 3.45224 -1.26806 3.64203
H 1.91869 -2.78132 4.88505
H -0.40135 -3.12347 4.00418
H -1.05076 -1.95813 1.92327
S -1.24100 2.44019 -4.66151
C -0.33049 1.73076 -3.55207
N 0.39566 1.24809 -2.75578
*
```